The following is a quantum chemistry calculation of one molecule with the formula C6H6S, from OMol25.

LUMO energy in Eh: 0.0062
Relative energy (zero: lowest compared OMol25 entry of this formula, charge and spin) in kcal/mol: 124.1
Frontier orbital gap in Ha: 0.3348

ORCA input file:
```
! wB97M-V def2-TZVPD RIJCOSX def2/J DEFGRID3
* xyz 0 1
C 1.2541 1.6102 -0.5795
C 0.8891 0.4729 0.1618
C 1.8527 -0.4158 0.1029
C 2.7903 -1.1057 0.2002
C -0.5424 0.0977 0.5165
C -1.7551 0.7987 0.5682
H 0.6075 2.4691 -0.6828
H 2.3707 1.4487 -0.9267
H 3.7241 -1.7517 0.0396
H -0.4404 -0.4833 1.5240
H -1.8527 1.9783 0.2094
H -2.2645 0.6449 1.5308
S -1.8173 -0.8159 -0.4697
*
```

natural (NBO) population analysis, charges in e, atoms 1 to 4: atom 1 (C): -0.305, atom 2 (C): -0.121, atom 3 (C): -0.080, atom 4 (C): -0.186

=====

The following is a quantum chemistry calculation of one molecule with the formula C6H6Si, from OMol25.

LUMO energy in Eh: 0.0366
Relative energy (zero: lowest compared OMol25 entry of this formula, charge and spin) in kcal/mol: 0.0
Frontier orbital gap in Ha: 0.4047

ORCA input file:
```
! wB97M-V def2-TZVPD RIJCOSX def2/J DEFGRID3
* xyz 0 1
C -1.7319 -2.1576 1.0756
C -1.4416 2.2803 -0.0999
C -1.1945 -1.5702 0.1415
C -0.9716 1.2788 -0.5244
C 2.1733 0.6023 0.1146
C 1.3765 -0.4398 -0.2109
Si -0.3021 -0.4152 -0.9292
H -2.5359 -2.4782 1.7190
H -1.8473 3.1865 0.4606
H 3.0559 0.3636 0.7154
H 1.9446 1.6267 -0.2227
H 1.7488 -1.4411 0.0528
H -0.2742 -0.8360 -2.2923
*
```

natural (NBO) population analysis, charges in e, atoms 1 to 4: atom 1 (C): -0.166, atom 2 (C): -0.165, atom 3 (C): -0.481, atom 4 (C): -0.485

=====

The following is a quantum chemistry calculation of one molecule with the formula C6H7, from OMol25.

LUMO energy (spin up / spin down) in Eh: 0.0437 / -0.0264
Relative energy (zero: lowest compared OMol25 entry of this formula, charge and spin) in kcal/mol: 41.5
Frontier orbital gap (spin up / spin down) in Ha: 0.3452 / 0.2909

ORCA input file:
```
! wB97M-V def2-TZVPD RIJCOSX def2/J DEFGRID3
* xyz 0 2
H 0.5746 -0.0014 1.7500
C -1.7451 -0.0021 -0.5414
C -0.8693 1.1831 -0.5451
C 0.4289 1.1285 -0.0950
C 1.0066 -0.0008 0.7742
C 0.4304 -1.1301 -0.0958
C -0.8678 -1.1863 -0.5458
H -1.3178 -2.0970 -0.9484
H 1.1161 -1.9250 -0.3021
H 2.1676 -0.0001 1.0133
H 1.1135 1.9242 -0.3008
H -1.3206 2.0934 -0.9470
H -2.4627 -0.0030 0.3193
*
```

natural (NBO) population analysis, charges in e, atoms 1 to 4: atom 1 (H): 0.230, atom 2 (C): -0.144, atom 3 (C): -0.283, atom 4 (C): -0.150

=====

The following is a quantum chemistry calculation of a 2-piece molecular cluster, C6H7Br overall, from OMol25.

LUMO energy (spin up / spin down) in Eh: -0.0641 / -0.0645
Relative energy (zero: lowest compared OMol25 entry of this formula, charge and spin) in kcal/mol: 100.1
Frontier orbital gap (spin up / spin down) in Ha: 0.2771 / 0.2763

ORCA input file:
```
! wB97M-V def2-TZVPD RIJCOSX def2/J DEFGRID3
* xyz 0 1
C 0.4792 -0.7450 0.5650
C 0.3499 0.7811 0.6374
C -0.7853 -1.1301 -0.1625
C -0.7263 1.0617 -0.4263
C -0.9594 -0.0956 -1.4482
C -1.6924 0.0236 -0.1988
Br -4.4132 -0.0498 0.2294
H 1.5143 -0.9363 -0.0872
H 0.5374 -1.3556 1.4612
H -0.0729 1.2088 1.6004
H 1.2756 1.2992 0.2664
H -0.9842 -2.1509 -0.0137
H -0.9230 2.0432 -0.6528
H -0.6769 -0.0293 -2.4420
*
```

natural (NBO) population analysis, charges in e, atoms 1 to 4: atom 1 (C): -0.421, atom 2 (C): -0.423, atom 3 (C): -0.227, atom 4 (C): -0.246

=====

The following is a quantum chemistry calculation of one molecule with the formula C6H7BrCl2S, from OMol25.

LUMO energy in Eh: -0.0239
Frontier orbital gap in Ha: 0.2950

ORCA input file:
```
! wB97M-V def2-TZVPD RIJCOSX def2/J DEFGRID3
* xyz 0 1
C 1.2857 1.2008 -0.0556
C 0.0585 0.7750 -0.2932
C 3.3689 -1.7020 0.9433
C -1.0934 1.6401 -0.9522
C -1.4651 -0.8664 0.8921
C -0.3122 -0.6541 -0.0233
S 2.7170 -0.1519 0.8969
Cl 2.8638 -3.0706 0.1236
Cl -0.6211 -1.3110 -1.7672
Br 2.0614 2.8386 -0.1503
H -1.5943 0.9501 -1.5455
H -0.7681 2.6323 -1.4056
H -1.8274 1.7779 -0.1611
H -1.2585 -1.5399 1.6992
H -1.7885 0.0858 1.4036
H -2.1817 -1.3336 0.2342
H 0.5547 -1.2710 0.1610
*
```

natural (NBO) population analysis, charges in e, atoms 1 to 4: atom 1 (C): -0.210, atom 2 (C): -0.095, atom 3 (C): -0.300, atom 4 (C): -0.643

=====

The following is a quantum chemistry calculation of one molecule with the formula C6H7BrF2S, from OMol25.

LUMO energy (spin up / spin down) in Eh: -0.0658 / -0.0658
Frontier orbital gap (spin up / spin down) in Ha: 0.2337 / 0.2339

ORCA input file:
```
! wB97M-V def2-TZVPD RIJCOSX def2/J DEFGRID3
* xyz 0 1
C 1.7922 -0.5495 -0.1147
C 0.4878 -0.8441 -0.0338
C -2.0943 0.5281 0.2519
C 3.0087 -1.3283 -0.5589
C -1.5245 1.3339 1.3838
C -2.1381 0.8806 -1.0487
F 2.0852 0.7300 0.2113
F -1.6065 2.0676 -1.5929
S -2.6256 -1.0576 0.6684
Br -0.5695 -2.2540 -0.2133
H 3.3980 -1.9491 0.2212
H 2.6325 -2.0267 -1.2685
H 3.6120 -0.5464 -1.0040
H -2.0923 1.6411 2.1984
H -0.5317 0.8857 1.8053
H -1.2162 2.2177 0.9276
H -2.6176 0.2712 -1.8333
*
```

natural (NBO) population analysis, charges in e, atoms 1 to 4: atom 1 (C): 0.312, atom 2 (C): -0.424, atom 3 (C): -0.288, atom 4 (C): -0.676

=====

The following is a quantum chemistry calculation of one molecule with the formula C6H7BrFN, from OMol25.

LUMO energy (spin up / spin down) in Eh: 0.0103 / -0.0139
Relative energy (zero: lowest compared OMol25 entry of this formula, charge and spin) in kcal/mol: 75.5
Frontier orbital gap (spin up / spin down) in Ha: 0.3490 / 0.2707

ORCA input file:
```
! wB97M-V def2-TZVPD RIJCOSX def2/J DEFGRID3
* xyz 0 1
C -0.5405 -1.7774 0.6439
C -0.2122 -0.8395 1.5063
C -0.9170 -1.5760 -0.8071
C -0.2132 0.6604 1.0229
C 0.7792 0.8313 -0.1098
C 0.6669 1.8151 -1.2681
N -0.4474 -0.8321 -1.6492
F -1.4560 0.9410 0.6145
Br 2.3349 -0.1846 0.2145
H -0.4801 -2.8441 0.9984
H 0.1134 -1.1246 2.5289
H -1.8011 -2.3599 -1.0143
H 0.1523 1.1218 1.8958
H -0.3647 2.1963 -1.2924
H 1.1317 1.3741 -2.2633
H 1.2538 2.5982 -1.0211
*
```

natural (NBO) population analysis, charges in e, atoms 1 to 4: atom 1 (C): -0.237, atom 2 (C): -0.184, atom 3 (C): -0.044, atom 4 (C): 0.076

=====

The following is a quantum chemistry calculation of C6H7BrN as an isolated structure, from OMol25.

LUMO energy (spin up / spin down) in Eh: -0.1480 / -0.3130
Relative energy (zero: lowest compared OMol25 entry of this formula, charge and spin) in kcal/mol: 15.3
Frontier orbital gap (spin up / spin down) in Ha: 0.2435 / 0.2362

ORCA input file:
```
! wB97M-V def2-TZVPD RIJCOSX def2/J DEFGRID3
* xyz 1 3
C -1.7096 0.6850 0.2902
C -0.7589 1.3301 1.0224
C -1.4706 -0.5585 -0.2160
C 0.4983 0.8727 1.0523
C -0.2562 -1.1622 0.0398
C 2.3733 -0.9969 0.7033
N 0.6280 -0.4088 0.6176
Br 3.5612 0.2447 -0.1373
H -2.7429 1.0840 0.2293
H -0.9831 2.2272 1.5425
H -2.1159 -1.2418 -0.7885
H 1.2563 1.4698 1.6130
H -0.0562 -2.1682 -0.1521
H 2.0237 -1.8781 0.2239
H 2.4553 -1.2113 1.7511
*
```

natural (NBO) population analysis, charges in e, atoms 1 to 4: atom 1 (C): -0.325, atom 2 (C): -0.140, atom 3 (C): 0.039, atom 4 (C): 0.063

=====

The following is a quantum chemistry calculation of one molecule with the formula C6H7BrN2, from OMol25.

LUMO energy in Eh: 0.0097
Relative energy (zero: lowest compared OMol25 entry of this formula, charge and spin) in kcal/mol: 37.0
Frontier orbital gap in Ha: 0.3197

ORCA input file:
```
! wB97M-V def2-TZVPD RIJCOSX def2/J DEFGRID3
* xyz 0 1
C -0.2208 -2.0775 0.3600
C 0.3729 -0.8744 -0.0493
C -1.4839 -1.9656 0.9340
C -1.5399 0.2871 0.6160
C -0.2500 0.3696 -0.0084
C 1.7778 1.5422 -0.9880
N -2.0725 -0.7834 1.0817
N 0.3564 1.5912 -0.0077
Br -0.6066 3.0390 -0.6550
H 0.2655 -2.9587 0.3660
H 1.4592 -1.1086 -0.3067
H -1.9488 -2.7553 1.3538
H -2.1811 1.0709 0.8827
H 2.2186 2.4933 -0.6954
H 2.3244 0.5334 -0.7709
H 1.5290 1.5967 -2.1128
*
```

natural (NBO) population analysis, charges in e, atoms 1 to 4: atom 1 (C): -0.230, atom 2 (C): -0.223, atom 3 (C): 0.014, atom 4 (C): 0.030

=====

The following is a quantum chemistry calculation of C6H7BrO4 as an isolated structure, from OMol25.

LUMO energy in Eh: -0.0499
Relative energy (zero: lowest compared OMol25 entry of this formula, charge and spin) in kcal/mol: 3.3
Frontier orbital gap in Ha: 0.2963

ORCA input file:
```
! wB97M-V def2-TZVPD RIJCOSX def2/J DEFGRID3
* xyz 0 1
C -0.8659 1.1132 -1.4287
C 0.2529 0.5903 -0.9984
C -1.9562 1.3880 -0.5042
C 0.5347 0.2404 0.4131
C -1.6119 1.0206 0.8729
C 1.0034 -1.2257 0.6118
O -2.9978 2.0249 -0.5820
O -0.4841 0.6197 1.3702
O -2.5380 1.5081 1.6850
O 0.3571 -2.1611 -0.2224
Br -2.8136 -1.0759 -0.0896
H -1.1194 1.1529 -2.5551
H 1.1073 0.5826 -1.7835
H 1.4241 0.8405 0.6934
H 0.6744 -1.3805 1.6637
H 2.0732 -1.4056 0.7726
H -3.3187 1.8860 0.8985
H -0.5265 -1.9174 -0.3485
*
```

natural (NBO) population analysis, charges in e, atoms 1 to 4: atom 1 (C): -0.297, atom 2 (C): -0.119, atom 3 (C): 0.434, atom 4 (C): 0.002

=====

The following is a quantum chemistry calculation of one molecule with the formula C6H7Cl, from OMol25.

LUMO energy in Eh: 0.0230
Relative energy (zero: lowest compared OMol25 entry of this formula, charge and spin) in kcal/mol: 4.5
Frontier orbital gap in Ha: 0.3493

ORCA input file:
```
! wB97M-V def2-TZVPD RIJCOSX def2/J DEFGRID3
* xyz 0 1
C -0.7343 -0.7297 1.5040
C -0.6076 0.0701 0.1958
C -0.1483 -0.7787 -0.9822
C 0.8874 -0.2223 -1.5632
C 1.2562 1.0040 -0.8016
C 0.4566 1.1000 0.2456
H -1.0908 -0.0519 2.2687
H -1.4796 -1.4578 1.3206
H 0.2545 -1.1225 1.7290
H -0.7415 -1.6093 -1.2920
H 1.4476 -0.5843 -2.4091
H 2.1400 1.6328 -0.9968
H 0.4950 1.8377 1.0583
Cl -2.1354 0.9119 -0.2771
*
```

natural (NBO) population analysis, charges in e, atoms 1 to 4: atom 1 (C): -0.604, atom 2 (C): -0.064, atom 3 (C): -0.198, atom 4 (C): -0.210

=====

The following is a quantum chemistry calculation of a 2-piece molecular cluster, C6H7Cl2FOS overall, from OMol25.

LUMO energy in Eh: -0.0208
Frontier orbital gap in Ha: 0.3074

ORCA input file:
```
! wB97M-V def2-TZVPD RIJCOSX def2/J DEFGRID3
* xyz 0 1
C 1.4923 1.2131 1.6427
C 1.6724 -0.1432 1.0136
C 0.6178 -1.0608 1.7426
C 1.2313 -1.0674 3.1769
C -2.7559 -0.1860 -3.3730
C -2.1082 0.7191 -4.0837
H 2.2794 1.7364 2.3105
H 2.5927 -0.4810 1.0270
H 1.6046 -0.0945 -0.1322
H 0.4169 -2.0165 1.2051
H -0.3810 -0.5936 1.7704
H 1.1252 0.1066 3.5288
H -2.1686 -1.0224 -2.9010
O 1.4749 -1.9705 3.9797
F -2.7048 1.6161 -4.7997
S 0.3939 2.3540 1.3074
Cl -4.4475 0.0797 -3.2968
Cl -0.3356 0.8108 -4.1184
*
```

natural (NBO) population analysis, charges in e, atoms 1 to 4: atom 1 (C): -0.314, atom 2 (C): -0.484, atom 3 (C): -0.499, atom 4 (C): 0.444

=====

The following is a quantum chemistry calculation of a 2-piece molecular cluster, C6H7Cl2N2 overall, from OMol25.

LUMO energy in Eh: -0.1383
Relative energy (zero: lowest compared OMol25 entry of this formula, charge and spin) in kcal/mol: 87.0
Frontier orbital gap in Ha: 0.3347

ORCA input file:
```
! wB97M-V def2-TZVPD RIJCOSX def2/J DEFGRID3
* xyz 1 1
C 1.5597 0.1876 0.6715
C 1.2400 -1.8350 -0.1888
C -1.7811 1.0479 0.0905
C 1.6270 0.2854 -0.6739
C -1.3599 1.1097 1.2992
C -2.5695 0.9108 -0.9818
N 1.2670 -1.1498 0.9304
N 1.4193 -0.9533 -1.2159
Cl 1.7100 1.5294 -1.7745
Cl -1.6692 -0.1441 2.4375
H 1.3169 1.0172 1.3503
H 0.8555 -2.8342 -0.4282
H -0.6922 1.8600 1.6323
H -3.4904 1.5390 -1.0199
H -2.2805 0.3910 -1.8270
H 1.1335 -1.7064 1.8186
H 1.7141 -1.2554 -2.1200
*
```

natural (NBO) population analysis, charges in e, atoms 1 to 4: atom 1 (C): -0.075, atom 2 (C): 0.262, atom 3 (C): 0.035, atom 4 (C): 0.083

=====

The following is a quantum chemistry calculation of one molecule with the formula C6H7Cl2P, from OMol25.

LUMO energy in Eh: -0.0060
Relative energy (zero: lowest compared OMol25 entry of this formula, charge and spin) in kcal/mol: 18.3
Frontier orbital gap in Ha: 0.3303

ORCA input file:
```
! wB97M-V def2-TZVPD RIJCOSX def2/J DEFGRID3
* xyz 0 1
C -1.1588 0.5084 1.1943
C -1.0582 -0.8457 0.9555
C 0.0116 1.0722 1.4657
C 0.1542 -1.4087 1.1622
C 1.2135 0.1669 -1.4051
C 2.2504 0.0614 -0.0057
P 1.3296 -0.1125 1.6738
Cl 3.1417 -1.4433 -0.1853
Cl 3.3307 1.4169 0.0095
H -2.1773 1.1062 1.1123
H -1.8946 -1.3897 0.7667
H 0.0588 2.1401 1.8441
H 0.2706 -2.5701 1.1028
H 1.8565 0.7402 -2.1906
H 0.9645 -0.9580 -1.5106
H 0.2852 0.7771 -1.1883
*
```

natural (NBO) population analysis, charges in e, atoms 1 to 4: atom 1 (C): -0.214, atom 2 (C): -0.245, atom 3 (C): -0.540, atom 4 (C): -0.504